# 1
The following is a DFT calculation (the ωB97M-V functional and the def2-TZVPD basis) of 2 unconnected molecules or ions with the total composition C12H14ClN2 at a distorted geometry.

Each line ends with the Mulliken charge.
Element x y z (Å)
C  3.9058  -2.5037  -1.8087  -0.948
N  2.7829  -1.7180  -1.2794  0.058
C  1.6207  -1.7669  -1.9745  -0.180
C  0.4900  -1.0977  -1.5384  -0.737
C  0.5359  -0.4125  -0.3210  0.871
C  1.7503  -0.3564  0.3439  -0.562
C  2.8762  -0.9414  -0.1795  -0.400
C  -0.6764  0.2711  0.1562  0.958
C  -1.9352  -0.3507  0.1022  -0.782
C  -3.0537  0.1690  0.7109  -0.236
N  -2.9288  1.4064  1.2651  0.014
C  -1.7658  2.0687  1.2833  -0.221
C  -0.6058  1.4457  0.9002  -0.820
C  -4.1694  2.1060  1.7563  -0.903
H  4.4730  -1.8218  -2.4425  0.374
H  3.5149  -3.2829  -2.4566  0.338
H  4.4770  -2.9613  -1.0072  0.366
H  1.6189  -2.2358  -2.9471  0.401
H  -0.3698  -1.0042  -2.1862  0.478
H  1.7351  0.2185  1.2638  0.546
H  3.8621  -0.9044  0.2618  0.458
H  -2.0253  -1.3080  -0.3961  0.438
H  -4.0296  -0.2786  0.8040  0.402
H  -1.7938  3.0566  1.7238  0.506
H  0.3554  1.9276  0.8699  0.326
H  -3.8382  2.5112  2.7098  0.365
H  -4.9901  1.4152  1.9079  0.308
H  -4.3467  2.8705  1.0051  0.362
Cl  2.5303  3.4779  1.4731  -0.779

Cartesian forces (eV/Å) of the 6 atoms listed first:
0.20 0.35 -0.50
-1.26 0.05 -0.25
-0.50 0.76 0.10
0.71 0.11 -0.01
0.00 -0.42 -1.23
-0.57 0.91 0.66

Results
E_HOMO, eV: -9.15
2S+1: 1
Lowest unoccupied orbital energy, eV: -5.434
Net charge: +1
Energy above the lowest of the compared OMol25 structures with the same formula, charge and spin, kcal/mol: 5.6
Energy, eV: -28165.603

# 2
The following is a DFT calculation (the ωB97M-V functional and the def2-TZVPD basis) of 22 unconnected molecules or ions with the total composition C72H200N12O34 at a distorted geometry.

Each line ends with the Mulliken charge.
Element x y z (Å)
C  26.2470  -10.7156  26.2458  0.244
O  25.1248  -11.6652  26.4591  0.281
C  25.7174  -12.8534  26.9426  -1.524
C  26.5846  -13.5434  25.9195  0.239
N  25.9025  -13.8165  24.6400  1.444
C  24.6985  -14.6290  24.7366  0.339
C  24.5603  -15.5823  23.6382  -0.089
O  25.6685  -16.4362  23.4472  -0.025
C  25.7380  -17.3766  24.5618  -0.665
H  26.7764  -11.0151  25.3354  -0.594
H  26.8980  -10.8051  27.1039  0.137
H  25.7989  -9.7749  25.9397  0.361
H  24.8762  -13.4744  27.1941  0.531
H  26.1558  -12.6826  27.8989  0.744
H  26.8485  -14.4961  26.4525  -0.356
H  27.5070  -13.0282  25.6746  0.222
H  26.5632  -14.2861  24.0246  -0.256
H  23.8246  -13.9444  24.7744  -0.239
H  24.6527  -15.0675  25.6943  -0.582
H  24.4330  -15.0557  22.7030  -0.980
H  23.6273  -16.1533  23.8545  0.265
H  24.8097  -17.8907  24.6682  0.373
H  25.8326  -16.8503  25.5536  -0.143
H  26.5884  -18.0776  24.3352  0.199
C  23.4252  -26.1988  23.4581  -0.773
O  24.5467  -25.5651  24.0058  -0.323
C  24.3623  -24.2050  24.3564  -0.282
C  25.4550  -23.8094  25.2892  -0.701
N  25.4131  -22.3894  25.5702  -0.007
C  26.4850  -21.9214  26.4271  -1.319
C  26.2673  -20.5339  26.9559  1.412
O  25.3203  -20.5264  28.0102  -0.488
C  24.2427  -19.6213  27.9019  0.516
H  22.6222  -25.5838  23.0053  0.330
H  22.8383  -26.7394  24.2049  0.275
H  23.8563  -26.7751  22.6500  0.282
H  23.3874  -24.1525  24.8907  0.315
H  24.4759  -23.6269  23.4104  0.298
H  26.4835  -24.0424  24.7797  0.236
H  25.3768  -24.3426  26.2220  0.314
H  25.3550  -21.8371  24.7331  0.051
H  27.3736  -21.9400  25.7807  0.347
H  26.5774  -22.6470  27.2440  0.479
H  25.9260  -19.9987  26.0741  -0.452
H  27.2362  -20.1827  27.3319  -0.220
H  24.0111  -19.0513  28.8880  -0.070
H  23.3096  -20.2247  27.6736  0.202
H  24.4105  -18.8926  27.1232  -0.583
C  28.2718  -18.4983  30.6327  -0.976
O  28.2137  -18.1827  29.2630  -0.255
C  29.5222  -18.2787  28.7020  -1.506
C  29.4882  -17.8902  27.2585  -0.460
N  29.2979  -16.4412  27.0099  0.747
C  30.0350  -15.9872  25.8494  -1.300
C  29.3537  -16.3606  24.5428  0.448
O  29.3031  -17.7330  24.3125  -0.392
C  29.4273  -18.1078  22.9255  -0.855
H  28.7011  -19.5303  30.7523  0.272
H  27.2127  -18.5131  30.9543  0.181
H  28.8916  -17.8050  31.2769  0.279
H  29.8933  -19.2989  28.8172  0.547
H  30.1932  -17.6391  29.3065  0.418
H  28.7909  -18.4386  26.6680  0.317
H  30.4544  -18.1700  26.8066  0.531
H  28.3144  -16.2065  27.0004  -0.690
H  31.0094  -16.4460  25.8600  0.660
H  30.2024  -14.9038  25.8657  -0.094
H  29.9097  -15.9393  23.7315  0.749
H  28.3709  -15.9581  24.6705  -0.319
H  30.2872  -17.6115  22.5092  0.413
H  28.5979  -17.7913  22.2847  0.154
H  29.6092  -19.1301  22.9428  0.365
C  23.5889  -12.3085  22.0086  -0.239
O  22.4850  -11.4067  21.8225  0.300
C  22.3967  -11.0501  20.4749  -0.932
C  21.2713  -11.8642  19.7893  0.458
N  19.9271  -11.5474  20.2814  -0.415
C  19.0344  -12.7409  20.3627  -0.574
C  18.6819  -13.3762  19.0657  -0.659
O  19.6565  -14.2126  18.5593  0.006
C  19.1991  -14.8850  17.3830  -0.802
H  24.4386  -11.8980  21.6079  0.145
H  23.3758  -13.2556  21.4689  -0.200
H  23.6997  -12.4421  23.0822  -0.148
H  23.3355  -11.0966  19.8956  0.095
H  22.1276  -9.9745  20.4549  0.465
H  21.4344  -12.9439  19.9542  -0.394
H  21.2272  -11.6887  18.7121  0.319
H  19.8516  -11.0375  21.1108  0.246
H  18.0762  -12.4830  20.8469  0.458
H  19.5226  -13.4400  20.9970  0.203
H  18.4571  -12.5061  18.3802  0.363
H  17.7415  -13.9767  19.1934  0.404
H  18.7637  -14.1968  16.6166  0.304
H  18.5999  -15.6959  17.7987  0.215
H  20.0337  -15.4087  16.9082  0.259
C  23.5039  -14.9462  32.9759  -1.156
O  23.4366  -14.9341  31.6026  0.457
C  23.5536  -16.2581  31.0239  -0.290
C  22.2861  -17.1984  31.0261  -1.373
N  21.4344  -16.9703  29.8433  -0.180
C  20.5719  -15.8437  30.1573  -0.309
C  19.7110  -15.4836  28.9468  -1.074
O  20.5596  -15.1524  27.8551  0.151
C  20.0392  -15.1637  26.5574  -0.713
H  23.3526  -13.9620  33.3190  0.293
H  24.4695  -15.2538  33.3885  0.384
H  22.7205  -15.5347  33.5226  0.231
H  24.3566  -16.7772  31.5217  0.509
H  23.8902  -16.1420  29.9878  -0.122
H  21.7779  -16.9730  31.9355  0.400
H  22.5882  -18.1835  31.1232  0.703
H  20.8138  -17.8001  29.6639  0.293
H  21.2046  -14.9793  30.4744  -0.058
H  19.9241  -16.0032  31.0089  0.412
H  19.0845  -14.5922  29.1428  0.383
H  19.0625  -16.2984  28.6790  0.508
H  20.8404  -14.8788  25.8625  -0.054
H  19.1391  -14.3684  26.5344  0.237
H  19.6441  -16.1486  26.2467  0.330
C  23.4073  -5.7511  24.5786  -1.224
O  24.1412  -6.9761  24.4962  0.145
C  23.6190  -7.8362  23.5135  -1.463
C  24.4473  -9.0810  23.3322  0.334
N  25.8678  -8.7793  22.8867  1.894
C  25.8662  -8.2042  21.5365  -0.877
C  27.2437  -8.0036  20.9623  1.162
O  27.1822  -7.8646  19.5628  -0.485
C  28.2864  -7.2428  18.9085  -0.817
H  22.3793  -5.9216  24.5048  0.578
H  23.5636  -5.1206  23.6923  0.319
H  23.7555  -5.2716  25.5000  0.202
H  23.5452  -7.2994  22.5691  0.510
H  22.6079  -8.1053  23.8058  0.780
H  23.9739  -9.6979  22.5360  -0.397
H  24.5551  -9.7171  24.2113  -0.259
H  26.2071  -8.0804  23.5125  -1.157
H  25.2321  -7.2876  21.5163  0.092
H  25.3136  -8.8495  20.8123  0.147
H  27.8223  -8.9055  21.1224  -0.943
H  27.7067  -7.1122  21.4179  0.186
H  28.0693  -7.3384  17.8151  0.299
H  29.2306  -7.6992  19.2034  0.187
H  28.3445  -6.1970  19.1341  0.400
C  33.8855  -10.8590  30.0224  -0.821
O  32.5995  -11.1852  29.4855  -0.198
C  32.4003  -12.6102  29.3709  -1.025
C  31.0441  -12.9326  28.7680  0.025
N  30.0141  -12.1565  29.3419  -0.274
C  28.7633  -12.4804  28.6861  0.910
C  28.1611  -13.7682  29.2464  0.151
O  27.4843  -13.2936  30.4266  -0.450
C  27.0008  -14.3232  31.2251  -0.869
H  34.1570  -11.5058  30.8965  0.307
H  33.7757  -9.8010  30.2571  0.236
H  34.7231  -10.9056  29.2787  0.305
H  32.5168  -13.0061  30.3889  0.482
H  33.2352  -13.0558  28.7963  0.354
H  31.0007  -13.9459  29.1014  0.113
H  31.0613  -12.8410  27.6993  0.197
H  30.2967  -11.1848  29.1704  0.405
H  28.8760  -12.4611  27.5637  -0.047
H  28.0691  -11.6980  28.8183  -0.768
H  28.9339  -14.4711  29.4500  0.318
H  27.4247  -14.2834  28.6537  -0.300
H  27.8304  -14.7743  31.7356  0.486
H  26.3681  -15.0711  30.6616  0.154
H  26.2572  -14.0415  32.0188  0.208
C  15.3543  -17.5545  16.6452  -0.897
O  16.5745  -17.8597  17.2760  -0.243
C  17.0778  -19.1479  17.1528  -0.737
C  18.5403  -19.1262  17.6932  -0.446
N  18.5230  -18.4257  18.9476  -0.291
C  19.8244  -17.9630  19.3719  -0.401
C  19.6615  -17.2529  20.7522  -0.882
O  20.9698  -17.0465  21.2985  -0.238
C  21.5289  -15.8255  21.0759  0.000
H  14.5832  -18.1011  17.1280  0.335
H  15.3810  -17.8060  15.6423  0.380
H  15.1804  -16.4880  16.6993  0.226
H  17.0917  -19.4844  16.1365  0.412
H  16.4531  -19.8981  17.6610  0.405
H  19.2251  -18.6216  16.9254  0.277
H  18.8481  -20.2390  17.7504  0.264
H  17.8111  -17.6944  19.0359  0.300
H  20.2424  -17.2553  18.6170  0.137
H  20.4904  -18.8211  19.5158  0.428
H  19.1313  -17.9191  21.3887  0.499
H  19.0913  -16.3235  20.8568  0.238
H  21.1176  -15.0331  21.6847  0.252
H  21.4444  -15.5045  20.0324  0.313
H  22.5906  -15.8683  21.3858  -0.584
C  29.3834  -5.5087  23.5665  -0.979
O  28.0809  -6.0459  23.6332  0.185
C  27.1080  -5.1546  24.1269  -0.451
C  27.0844  -4.9658  25.6779  -1.354
N  26.6945  -6.1791  26.3402  0.937
C  26.9406  -6.0909  27.7663  -1.106
C  26.2934  -7.1559  28.6050  0.227
O  24.9422  -7.0904  28.4172  -0.514
C  24.1099  -8.2533  28.5759  -0.719
H  30.0031  -6.3004  23.1504  0.134
H  29.7838  -5.0930  24.4647  0.294
H  29.3828  -4.6984  22.8533  0.385
H  26.1340  -5.5631  23.7874  -0.082
H  27.2168  -4.2062  23.5777  0.444
H  26.5279  -4.0677  25.9662  0.501
H  28.1003  -4.7432  25.9048  0.509
H  25.7157  -6.3908  26.2044  -0.341
H  26.5992  -5.1000  28.1226  0.476
H  28.0441  -6.1623  27.8679  0.354
H  26.5822  -6.9656  29.6429  0.433
H  26.6895  -8.1570  28.4386  -0.258
H  23.2136  -8.0565  27.9682  0.388
H  23.7278  -8.3567  29.5608  0.489
H  24.6032  -9.1535  28.2749  0.042
C  30.8060  -8.2093  27.7072  -0.679
O  30.3999  -8.9543  26.5660  -0.334
C  29.3389  -8.3121  25.7846  -0.332
C  29.1403  -8.9394  24.4861  1.025
N  30.3118  -8.8211  23.6875  -0.086
C  30.0921  -9.2733  22.3274  1.700
C  31.4529  -9.2932  21.5814  -1.330
O  31.3069  -9.4658  20.2043  -0.432
C  31.6125  -10.7914  19.8362  -0.549
H  31.4613  -8.8274  28.2718  0.139
H  29.8744  -8.0743  28.3210  0.195
H  31.3041  -7.2874  27.4475  0.276
H  29.4509  -7.2584  25.6745  0.463
H  28.4416  -8.4163  26.3985  -0.412
H  28.2773  -8.4087  24.0694  -0.795
H  28.7697  -9.9309  24.5944  -0.076
H  31.0401  -9.4139  24.0818  0.589
H  29.5628  -8.5399  21.7624  -0.428
H  29.5585  -10.2085  22.1750  -0.813
H  32.0945  -10.0928  21.9245  0.580
H  31.8249  -8.3368  21.7473  0.482
H  31.0599  -11.4823  20.4911  0.102
H  32.6594  -11.0292  19.9749  0.382
H  31.1661  -10.9841  18.8713  0.312
C  27.3725  -11.0734  17.0341  -0.522
O  27.7484  -12.0570  17.9918  -0.483
C  27.2738  -11.9477  19.3004  0.628
C  28.0248  -12.9918  20.1571  0.401
N  27.9654  -14.4554  19.9032  -0.187
C  27.2187  -15.1677  20.8598  1.328
C  26.3729  -16.2548  20.3389  -0.564
O  25.4330  -15.8705  19.3808  -0.314
C  24.5235  -16.9190  19.1113  -0.687
H  27.8133  -11.3095  16.0362  0.272
H  27.7415  -10.0716  17.2983  0.083
H  26.2490  -11.0248  16.9952  0.265
H  26.1294  -11.9805  19.2850  0.004
H  27.4654  -10.9670  19.7799  -0.200
H  27.7239  -12.8020  21.1867  -0.646
H  29.0942  -12.7412  20.0582  -0.152
H  27.7340  -14.6259  18.9570  0.390
H  26.6699  -14.4689  21.5133  -0.795
H  27.9499  -15.6406  21.5129  -0.511
H  25.7896  -16.7655  21.1428  0.317
H  27.0288  -17.0078  19.9256  0.363
H  25.0687  -17.9556  19.1701  0.272
H  24.1191  -16.8007  18.1569  0.324
H  23.7353  -17.0080  19.8500  0.148
C  21.1638  -9.1277  32.4473  -0.579
O  20.4811  -9.3446  31.2244  -0.309
C  20.0378  -10.5816  30.8392  -0.931
C  21.0938  -11.5867  30.7907  0.468
N  22.0260  -11.3206  29.7261  0.244
C  23.2089  -12.1454  29.6418  0.069
C  24.2772  -11.8940  30.7194  -0.081
O  24.7185  -10.5717  30.4258  0.301
C  25.8878  -10.0624  31.0758  -0.682
H  21.9886  -9.7996  32.5877  0.182
H  20.4147  -9.3020  33.2684  0.309
H  21.6263  -8.1559  32.5106  0.265
H  19.5860  -10.3811  29.8452  0.286
H  19.2009  -10.9339  31.4893  0.396
H  20.6564  -12.5820  30.6304  -0.429
H  21.5210  -11.6558  31.8130  0.151
H  22.2132  -10.3185  29.7249  0.353
H  23.8465  -11.9888  28.7646  -0.086
H  22.8386  -13.1885  29.6349  -0.669
H  25.1556  -12.5067  30.4404  -0.589
H  23.8697  -11.9077  31.7173  0.807
H  26.7804  -10.5084  30.5914  -0.098
H  25.9361  -10.3296  32.1210  0.381
H  25.7501  -8.9548  31.0793  0.135
O  23.1537  -16.6513  27.2671  1.222
H  22.6501  -16.8652  28.1113  -0.122
H  22.8100  -15.7322  27.2387  -0.532
O  21.2454  -18.6347  25.9304  -0.712
H  21.3017  -19.5279  26.3099  0.316
H  21.9317  -18.1202  26.4611  0.169
O  22.6679  -18.4660  23.0423  -0.431
H  22.1584  -18.5874  23.8614  0.298
H  22.0994  -18.0249  22.4033  0.278
O  22.4564  -12.6182  26.4912  -0.231
H  21.9822  -12.3243  27.3251  0.078
H  23.1748  -11.9817  26.3376  -0.054
O  26.6893  -11.5109  22.9212  3.112
H  26.0127  -12.0388  23.4041  -0.968
H  26.4267  -10.5660  22.9697  -1.036
O  31.4486  -11.4455  25.4540  -0.705
H  31.1964  -10.6602  25.9855  0.404
H  30.6118  -11.8457  25.0972  0.142
O  29.0456  -12.4591  23.8080  0.645
H  28.2039  -12.0257  23.4293  -0.739
H  29.5524  -12.7824  23.0402  0.055
O  26.3313  -16.6675  28.3425  1.436
H  25.4369  -17.0423  28.1494  -0.233
H  26.8514  -17.4379  28.5183  0.033
O  25.2624  -20.3877  22.9499  -0.592
H  24.5028  -19.7628  23.0290  0.277
H  26.0697  -20.0546  22.4137  0.258
O  21.4410  -10.3295  24.2688  -0.710
H  21.5355  -11.1010  24.8969  0.359
H  21.8322  -10.6200  23.4478  0.286

Cartesian forces (eV/Å) of the 6 atoms listed first:
-1.69 -1.23 -1.34
1.52 1.54 -0.17
-1.42 -0.09 -0.96
0.16 -1.41 0.28
0.41 0.49 -0.05
-0.10 2.48 0.67

Results
E_HOMO, eV: -8.10
2S+1: 1
Lowest unoccupied orbital energy, eV: 0.376
Net charge: 0
Energy, eV: -165386.101